{"formula": "C35H28BrN7O6S3V", "method": "the ωB97M-V functional and the def2-TZVPD basis", "species": ["V", "C", "O", "C", "C", "C", "Br", "C", "C", "C", "O", "C", "N", "C", "C", "C", "C", "C", "C", "N", "H", "H", "H", "H", "H", "H", "H", "H", "H", "H", "H", "S", "C", "C", "C", "C", "N", "C", "C", "C", "S", "C", "N", "H", "H", "O", "S", "O", "O", "C", "N", "C", "C", "C", "N", "C", "C", "C", "N", "C", "C", "H", "H", "H", "H", "H", "H", "C", "C", "C", "C", "O", "H", "H", "H", "H", "H", "H", "H", "H", "H"], "positions_angstrom": [[-19.78, -0.78, 15.24], [-22.07, 0.97, 9.77], [-20.62, 0.99, 9.74], [-20.00, 0.14, 8.87], [-20.61, -0.47, 7.78], [-19.89, -1.29, 6.91], [-20.71, -2.04, 5.39], [-18.53, -1.43, 7.08], [-17.90, -0.76, 8.20], [-18.59, 0.08, 9.04], [-18.05, 0.87, 9.96], [-16.47, -0.86, 8.43], [-15.80, -0.16, 9.37], [-14.52, -0.79, 9.42], [-13.49, -0.70, 10.38], [-12.34, -1.45, 10.12], [-12.24, -2.38, 9.08], [-13.30, -2.62, 8.23], [-14.43, -1.81, 8.41], [-15.63, -1.78, 7.73], [-22.50, 1.06, 8.75], [-22.28, 1.82, 10.50], [-22.41, 0.06, 10.23], [-21.69, -0.34, 7.62], [-17.99, -2.11, 6.44], [-17.02, 0.62, 9.95], [-13.66, 0.06, 11.15], [-11.52, -1.35, 10.79], [-11.32, -2.90, 8.92], [-13.29, -3.38, 7.46], [-15.94, -2.58, 7.21], [-20.11, -1.28, 17.53], [-21.68, -0.46, 17.45], [-22.65, -0.87, 18.34], [-23.89, -0.18, 18.40], [-25.01, -0.83, 19.00], [-25.98, -1.34, 19.45], [-24.05, 1.10, 17.84], [-23.08, 1.48, 16.90], [-22.00, 0.71, 16.61], [-21.06, 1.02, 15.16], [-25.03, 1.94, 18.44], [-25.80, 2.61, 18.99], [-22.39, -1.68, 19.06], [-23.26, 2.46, 16.37], [-11.73, -4.68, 16.31], [-10.98, -3.56, 16.93], [-9.57, -3.34, 16.57], [-11.33, -2.99, 18.24], [-11.79, -1.95, 16.53], [-10.86, -1.00, 16.33], [-11.47, 0.13, 16.00], [-12.82, 0.32, 15.69], [-13.67, -0.76, 15.96], [-13.10, -1.96, 16.27], [-15.11, -0.68, 15.78], [-15.97, -1.82, 15.73], [-17.23, -1.69, 15.19], [-17.83, -0.49, 15.05], [-17.08, 0.62, 15.23], [-15.75, 0.56, 15.64], [-10.72, 0.95, 15.94], [-13.16, 1.29, 15.35], [-15.69, -2.80, 16.09], [-17.73, -2.60, 14.77], [-17.54, 1.57, 15.18], [-15.28, 1.52, 15.89], [-20.57, -4.02, 12.82], [-21.10, -3.02, 13.80], [-22.09, -2.06, 13.17], [-21.66, -3.83, 14.95], [-19.92, -2.34, 14.30], [-21.26, -4.86, 12.75], [-19.66, -4.52, 13.21], [-20.32, -3.60, 11.85], [-22.99, -2.57, 12.74], [-21.69, -1.50, 12.32], [-22.45, -1.29, 13.86], [-22.61, -4.32, 14.61], [-21.91, -3.22, 15.86], [-20.92, -4.61, 15.27]], "lowdin_spin": [1.906, 0.000, 0.000, 0.000, 0.000, 0.000, 0.000, 0.000, 0.000, 0.000, 0.000, 0.000, 0.000, 0.000, 0.000, 0.000, 0.000, 0.000, 0.000, 0.000, 0.000, 0.000, 0.000, 0.000, 0.000, 0.000, 0.000, 0.000, 0.000, 0.000, 0.000, -0.017, 0.011, 0.001, 0.005, 0.000, 0.002, 0.003, 0.002, 0.016, 0.015, 0.000, 0.001, -0.001, 0.000, 0.000, 0.000, 0.000, 0.000, 0.000, 0.004, 0.000, 0.004, 0.000, 0.002, 0.014, -0.006, 0.017, 0.002, 0.016, -0.002, 0.000, 0.000, 0.000, 0.000, 0.001, 0.000, -0.001, 0.005, 0.001, 0.001, -0.003, 0.000, 0.000, 0.000, 0.000, 0.000, 0.000, 0.000, 0.000, 0.000], "total_energy_ev": -187701.70920, "multiplicity": 3, "relative_energy_kj_mol": 39.4, "total_charge": -1, "max_force_ev_per_a": 4.919, "orbital_gap_ev": [6.2, 6.1], "lumo_ev": [0.66, 0.59], "e_homo_ev": [-5.6, -5.6]}